1.
# C11H34O8

6 unconnected molecules or ions with the total composition C11H34O8 at a distorted geometry (ωB97M-V with the def2-TZVPD basis set, the OMol25 dataset).

As for the SMILES: OCCO.OCCO.CCO.CCO.CCO.CO. As for the LUMO energy: 0.470 eV. The value obtained for the orbital gap is 10.23 eV. As for the HOMO energy: -0.359 Eh. The maximum force comes out at 2.1 eV/A. For the electronic energy, the calculation gives -28335.237 eV.

CARTESIAN COORDINATES (ANGSTROEM)
O: -1.780 -5.435 -1.013
C: -2.590 -4.316 -0.686
C: -1.853 -3.040 -1.053
O: -2.456 -1.950 -0.487
H: -1.794 -5.639 -1.940
H: -3.545 -4.376 -1.149
H: -2.621 -4.204 0.401
H: -1.890 -3.011 -2.118
H: -0.825 -3.174 -0.787
H: -1.956 -1.126 -0.733
O: 1.684 -2.147 -2.571
C: 1.916 -3.449 -2.114
C: 2.461 -3.316 -0.712
O: 3.679 -2.559 -0.726
H: 2.468 -1.736 -2.870
H: 0.940 -3.916 -2.151
H: 2.615 -3.947 -2.730
H: 2.762 -4.366 -0.464
H: 1.705 -2.889 0.005
H: 3.608 -1.890 -0.068
C: -1.505 4.496 2.031
C: -1.566 3.828 3.407
O: -0.353 3.938 4.083
H: -2.246 4.146 1.324
H: -0.490 4.330 1.674
H: -1.561 5.598 1.961
H: -1.954 2.797 3.312
H: -2.337 4.354 3.926
H: -0.454 3.511 4.956
C: -2.648 2.224 -2.042
C: -1.682 3.380 -2.281
O: -2.265 4.603 -2.786
H: -3.304 2.378 -1.180
H: -2.060 1.381 -1.811
H: -3.300 1.990 -2.938
H: -0.970 3.128 -3.102
H: -1.188 3.559 -1.361
H: -3.002 4.895 -2.219
C: 2.838 0.816 2.835
C: 3.455 -0.437 2.216
O: 3.476 -0.274 0.851
H: 2.550 0.676 3.862
H: 1.974 1.015 2.217
H: 3.528 1.632 2.609
H: 2.828 -1.338 2.354
H: 4.439 -0.704 2.674
H: 3.862 0.549 0.587
C: 0.205 0.276 -0.247
O: -0.247 -0.505 -1.347
H: 0.942 0.984 -0.617
H: -0.695 0.776 0.132
H: 0.785 -0.339 0.519
H: 0.416 -1.179 -1.631

---

2.
# C11H35NO6

6 unconnected molecules or ions with the total composition C11H35NO6 at a distorted geometry (ωB97M-V with the def2-TZVPD basis set, the OMol25 dataset).

As for the SMILES: COC[C@H](C)N.CCO.CCO.CO.CO.CO. As for the LUMO energy: 0.499 eV. The value obtained for the orbital gap is 9.49 eV. The energy above the lowest of the compared OMol25 structures with the same formula, charge and spin is 47.6 kJ/mol. As for the HOMO energy: -0.331 Eh. The maximum force comes out at 2.7 eV/A. For the electronic energy, the calculation gives -25746.266 eV.

CARTESIAN COORDINATES (ANGSTROEM)
C: 5.307 -16.990 9.016
O: 5.900 -17.921 8.148
C: 6.686 -17.353 7.086
C: 7.376 -18.510 6.336
C: 8.504 -19.191 7.141
N: 8.025 -18.013 5.146
H: 4.622 -17.482 9.706
H: 4.783 -16.157 8.547
H: 6.005 -16.541 9.722
H: 5.987 -16.897 6.385
H: 7.338 -16.514 7.330
H: 6.597 -19.242 6.124
H: 8.917 -20.031 6.582
H: 8.129 -19.496 8.119
H: 9.314 -18.527 7.444
H: 7.305 -17.510 4.646
H: 8.782 -17.348 5.210
C: 8.364 -11.654 8.968
C: 8.098 -12.211 10.318
O: 6.681 -12.153 10.585
H: 9.416 -11.727 8.691
H: 8.036 -10.615 8.993
H: 7.746 -12.177 8.238
H: 8.613 -11.588 11.050
H: 8.440 -13.243 10.392
H: 6.600 -12.355 11.520
C: 7.411 -13.886 1.574
C: 6.094 -13.775 2.410
O: 5.487 -15.056 2.423
H: 7.208 -14.261 0.571
H: 8.067 -14.634 2.018
H: 7.905 -12.916 1.531
H: 5.460 -13.053 1.895
H: 6.287 -13.488 3.443
H: 4.549 -14.932 2.584
C: 14.011 -14.773 1.164
O: 14.616 -15.217 2.381
H: 14.728 -14.971 0.368
H: 13.018 -15.196 1.011
H: 13.895 -13.690 1.209
H: 15.509 -14.865 2.421
C: 13.156 -20.079 4.071
O: 14.155 -21.057 4.313
H: 13.495 -19.437 3.258
H: 12.175 -20.494 3.843
H: 13.016 -19.512 4.992
H: 14.282 -21.657 3.574
C: 11.824 -15.312 6.380
O: 11.615 -15.541 5.032
H: 12.653 -15.966 6.649
H: 12.017 -14.252 6.543
H: 10.962 -15.690 6.930
H: 12.417 -15.363 4.536

---

3.
# C11H36F6FeN18O15S2

A molecular structure, C11H36F6FeN18O15S2 at a distorted geometry (ωB97M-V with the def2-TZVPD basis set, the OMol25 dataset).

Its multiplicity is 9. As for the LUMO energy (alpha / beta): -0.379 / -2.518 eV. The value obtained for the orbital gap (alpha / beta) is 2.38 / 6.10 eV. As for the HOMO energy (alpha / beta): -0.101 / -0.317 Eh. The maximum force comes out at 8.0 eV/A. For the electronic energy, the calculation gives -141888.176 eV.

CARTESIAN COORDINATES (ANGSTROEM)
Fe: -3.109 -0.368 -2.384
C: 0.646 0.639 0.082
F: 1.232 0.341 1.232
F: -0.138 1.697 0.190
F: 1.576 0.957 -0.810
S: -0.346 -0.895 -0.517
O: -0.894 -1.651 0.590
O: -1.464 -0.334 -1.319
O: 0.633 -1.582 -1.340
C: -3.637 3.651 -0.302
F: -4.416 4.173 0.644
F: -3.301 4.606 -1.187
F: -2.589 3.162 0.360
S: -4.632 2.296 -1.237
O: -5.424 1.587 -0.243
O: -5.535 3.049 -2.066
O: -3.588 1.516 -1.918
C: 4.283 3.528 0.604
O: 4.312 4.590 1.230
N: 4.057 2.337 1.232
N: 4.262 3.490 -0.745
H: 3.683 1.636 0.611
H: 3.551 2.509 2.088
H: 4.615 2.676 -1.220
H: 4.388 4.404 -1.150
C: -4.377 -1.389 0.607
O: -4.007 -0.941 -0.497
N: -5.497 -0.941 1.183
N: -3.613 -2.168 1.394
H: -5.931 -0.266 0.556
H: -6.059 -1.482 1.813
H: -2.751 -2.496 0.991
H: -3.925 -2.587 2.254
C: -1.817 -2.932 -3.360
O: -2.807 -2.295 -2.893
N: -1.644 -4.259 -3.151
N: -0.927 -2.331 -4.140
H: -0.988 -4.674 -3.785
H: -2.278 -4.705 -2.514
H: -0.219 -2.942 -4.505
H: -1.087 -1.371 -4.413
C: 4.480 -1.987 0.081
O: 4.207 -1.369 1.119
N: 3.611 -2.596 -0.744
N: 5.779 -2.114 -0.327
H: 2.624 -2.493 -0.564
H: 3.903 -2.993 -1.618
H: 6.382 -1.944 0.474
H: 6.016 -2.949 -0.844
C: -2.431 -1.069 4.665
O: -3.076 -2.111 4.654
N: -2.282 -0.352 5.818
N: -1.644 -0.627 3.656
H: -1.812 0.527 5.702
H: -2.764 -0.672 6.635
H: -1.493 -1.145 2.808
H: -1.142 0.241 3.688
C: 1.679 -3.956 2.054
O: 2.709 -4.571 2.348
N: 1.077 -3.929 0.827
N: 1.034 -3.219 2.984
H: 1.623 -4.471 0.176
H: 0.303 -3.330 0.607
H: 0.076 -2.968 2.817
H: 1.521 -3.218 3.865
C: 0.048 5.223 -2.082
O: 0.207 4.816 -3.221
N: 0.127 6.475 -1.622
N: -0.306 4.356 -1.029
H: 0.509 7.196 -2.212
H: -0.189 6.749 -0.715
H: -0.147 3.392 -1.251
H: -0.616 4.674 -0.135
C: 3.647 -1.338 4.585
O: 3.574 -1.156 5.790
N: 3.048 -0.606 3.612
N: 4.373 -2.355 3.989
H: 3.301 -0.919 2.683
H: 2.923 0.399 3.686
H: 4.839 -2.982 4.669
H: 4.334 -2.680 3.006
C: -1.507 1.221 -4.933
O: -1.895 0.426 -4.059
N: -2.077 1.365 -6.140
N: -0.321 1.866 -4.819
H: -1.700 1.979 -6.835
H: -2.894 0.830 -6.384
H: 0.024 2.503 -5.508
H: 0.081 1.642 -3.922

---

4.
# C11H36N4O7

7 unconnected molecules or ions with the total composition C11H36N4O7 at a distorted geometry (ωB97M-V with the def2-TZVPD basis set, the OMol25 dataset).

As for the SMILES: NC(N)=O.NC(N)=O.CC(C)O.CC(C)O.CO.CO.CO. As for the LUMO energy: 0.028 eV. The value obtained for the orbital gap is 9.24 eV. The energy above the lowest of the compared OMol25 structures with the same formula, charge and spin is 614.7 kJ/mol. As for the HOMO energy: -0.338 Eh. The maximum force comes out at 12.7 eV/A. For the electronic energy, the calculation gives -32279.693 eV.

CARTESIAN COORDINATES (ANGSTROEM)
N: 1.163 -0.782 0.386
C: 0.476 -1.102 -0.668
N: 0.844 -0.553 -1.824
O: -0.539 -2.027 -0.602
H: 0.985 -1.383 1.218
H: 1.979 -0.138 0.337
H: 0.329 -1.000 -2.602
H: 1.745 -0.132 -2.015
N: 0.836 2.051 -2.439
C: 1.950 2.120 -3.048
N: 2.142 3.319 -3.445
O: 2.860 1.094 -3.104
H: 0.606 1.067 -2.094
H: 0.029 2.543 -2.699
H: 3.081 3.630 -3.820
H: 1.531 4.130 -3.379
C: 4.022 0.354 2.130
C: 3.799 1.440 1.107
C: 4.865 1.442 0.042
O: 2.668 1.345 0.558
H: 3.538 -0.650 1.857
H: 3.688 0.626 3.141
H: 5.110 0.170 2.256
H: 3.744 2.460 1.625
H: 4.776 2.266 -0.661
H: 4.945 0.547 -0.487
H: 5.770 1.545 0.592
H: 2.382 2.202 0.190
C: -3.727 -1.222 -0.380
C: -4.552 -1.951 0.635
C: -4.005 -1.599 1.969
O: -5.741 -1.702 0.639
H: -3.580 -0.187 -0.223
H: -4.178 -1.217 -1.347
H: -2.791 -1.678 -0.506
H: -4.339 -2.996 0.528
H: -3.001 -1.930 1.951
H: -4.448 -2.162 2.785
H: -4.168 -0.553 2.235
H: -6.118 -1.952 -0.229
C: -0.108 -1.753 3.747
O: 1.018 -0.973 3.409
H: 0.076 -2.673 4.080
H: -0.785 -1.864 2.859
H: -0.703 -1.210 4.503
H: 0.634 -0.172 3.073
C: -2.203 -0.690 -3.438
O: -0.968 -0.462 -4.124
H: -2.159 -1.509 -2.779
H: -3.033 -0.743 -4.131
H: -2.455 0.185 -2.775
H: -1.029 0.432 -4.514
C: -1.532 0.649 1.660
O: -0.210 0.963 1.977
H: -1.795 1.298 0.770
H: -2.223 0.786 2.499
H: -1.508 -0.380 1.365
H: 0.307 0.683 1.212